A molecular structure, C55H45FeN2O3P2S, computed with ωB97M-V with the def2-TZVPD basis set.

The geometry in XYZ format:
```
109
C55H45FeN2O3P2S ωB97M-V with the def2-TZVPD basis set
Fe -0.77413 0.49705 -0.01161
C -4.73551 1.49923 -3.74709
C -5.23999 0.98058 -2.37963
C -6.76002 0.84620 -2.43751
C -4.55825 -0.34936 -2.12475
C -5.12130 -1.57469 -2.46784
C -4.39295 -2.75273 -2.42052
C -3.05137 -2.71073 -2.08476
C -2.46542 -1.50934 -1.70599
P -0.69474 -1.28254 -1.44267
C -0.14359 -0.85007 -3.13651
C -1.04491 -0.59977 -4.16945
C -0.59508 -0.24262 -5.43308
C 0.76344 -0.12747 -5.68278
C 1.66892 -0.36691 -4.65876
C 1.21891 -0.71823 -3.39700
C 0.02106 -2.90735 -1.10380
C 0.19347 -3.29279 0.22506
C 0.73115 -4.53591 0.52425
C 1.10766 -5.39188 -0.49998
C 0.94024 -5.01391 -1.82678
C 0.39511 -3.77653 -2.12996
C -3.24708 -0.36022 -1.66161
O -2.64583 0.80891 -1.16573
C -3.50329 1.85004 -0.77358
C -3.02251 2.76270 0.15062
C -3.82508 3.84913 0.50777
C -5.09353 3.98231 -0.01383
C -5.56268 3.03181 -0.90929
C -4.78231 1.95967 -1.31855
P -1.38228 2.57337 0.88593
C -0.51586 4.10154 0.44207
C 0.06293 4.16681 -0.82478
C 0.67849 5.33367 -1.24723
C 0.72866 6.43660 -0.40581
C 0.15254 6.37665 0.85425
C -0.47601 5.21490 1.27732
C -1.62951 2.63836 2.67734
C -0.48136 2.72512 3.47013
C -0.58626 2.66663 4.84876
C -1.83051 2.50891 5.44930
C -2.96857 2.40798 4.66645
C -2.87070 2.47020 3.28130
H -5.00324 0.79606 -4.53756
H -3.65067 1.62330 -3.74505
H -5.18715 2.46741 -3.96741
H -7.05018 0.16424 -3.23517
H -7.22375 1.80093 -2.67796
H -7.17607 0.48263 -1.49695
H -6.14917 -1.60952 -2.79848
H -4.85993 -3.69050 -2.68798
H -2.44689 -3.60906 -2.11173
H -2.11170 -0.69583 -4.00945
H -1.31184 -0.06044 -6.22302
H 1.11581 0.15011 -6.66727
H 2.73223 -0.27484 -4.83729
H 1.95102 -0.88026 -2.62135
H -0.08043 -2.60959 1.01835
H 0.86564 -4.83021 1.55670
H 1.53783 -6.35711 -0.26653
H 1.23480 -5.68418 -2.62328
H 0.27581 -3.47446 -3.16365
H -3.43815 4.58210 1.20513
H -5.71800 4.81904 0.26738
H -6.56061 3.14107 -1.30778
H 0.05383 3.29957 -1.47182
H 1.13154 5.37755 -2.22870
H 1.21743 7.34489 -0.73289
H 0.19062 7.23610 1.51044
H -0.92720 5.17776 2.26083
H 0.49247 2.83039 3.00450
H 0.30621 2.73680 5.45652
H -1.90936 2.46768 6.52783
H -3.93867 2.28254 5.12998
H -3.76730 2.38577 2.68067
C 6.96440 -2.02746 -0.09541
C 5.68107 -1.26111 0.05149
C 5.67717 0.03190 0.56163
C 4.49790 0.75543 0.67680
C 3.30961 0.17613 0.26743
C 3.28592 -1.12337 -0.22138
C 4.46507 -1.83132 -0.33559
S 1.79259 1.05266 0.46416
O 1.11356 1.20542 -0.85443
O 2.09862 2.25088 1.19488
N 0.75918 0.04398 1.11164
C 0.47308 -0.22272 2.43647
C 1.34526 -0.30241 3.49264
C 0.86555 -0.68775 4.76013
C -0.44750 -0.99970 4.96921
C -1.37331 -0.92296 3.90387
C -2.75039 -1.21901 4.02829
C -3.56145 -1.09866 2.93757
C -3.01569 -0.65989 1.71794
N -1.74245 -0.37461 1.55799
C -0.90947 -0.51865 2.63952
H 7.68237 -1.74854 0.67470
H 7.42318 -1.81928 -1.06407
H 6.79287 -3.10142 -0.03637
H 6.61004 0.48232 0.87743
H 4.49040 1.76209 1.07201
H 2.34514 -1.58995 -0.46060
H 4.44481 -2.84930 -0.70646
H 2.39298 -0.07379 3.34472
H 1.56452 -0.74309 5.58482
H -0.79885 -1.30726 5.94574
H -3.13953 -1.53693 4.98753
H -4.61888 -1.31692 2.98472
H -3.66570 -0.54144 0.85889
```

Results
Strongest force on any atom in eV/A: 0.72
Charge: +1
E_HOMO in eV: -9.92
2S+1: 1
HOMO-LUMO gap in eV: 7.6



A molecular structure, C55H47F5InN5O2PSeSi, computed with ωB97M-V with the def2-TZVPD basis set.

The geometry in XYZ format:
```
118
C55H47F5InN5O2PSeSi ωB97M-V with the def2-TZVPD basis set
In 12.14560 15.34033 11.11934
O 11.25369 16.57671 13.75458
N 12.58525 16.30281 13.30952
C 13.42304 16.44908 14.32352
C 14.78893 15.96702 14.37805
C 15.39341 16.18393 15.64782
C 16.60296 15.60020 15.93644
C 17.30522 14.85860 14.99771
C 16.79624 14.80522 13.72729
C 15.57765 15.29667 13.42252
P 15.00586 15.28389 11.67449
C 15.47159 13.61695 11.16794
C 15.39870 12.54186 12.12286
C 15.76815 11.29717 11.71766
C 16.06600 11.00010 10.39953
C 16.04088 11.99451 9.48364
C 15.71594 13.30894 9.84508
C 16.29975 16.30814 10.91959
C 17.62705 15.79945 10.78535
C 18.60613 16.70215 10.39628
C 18.30662 18.05571 10.10869
C 17.00442 18.48549 10.10161
C 15.98309 17.60096 10.50555
H 10.73774 16.63594 12.92527
H 13.03557 16.93997 15.18109
H 14.84846 16.74475 16.36537
H 16.97133 15.56690 16.96311
H 18.23824 14.39920 15.22172
H 17.39012 14.31375 12.93074
H 15.09603 12.78484 13.18434
H 15.84351 10.49320 12.41508
H 16.22147 9.99878 10.09609
H 16.06783 11.79595 8.37899
H 15.77722 14.12282 9.07892
H 17.78900 14.70708 10.94242
H 19.63686 16.35058 10.28782
H 19.10784 18.72534 9.87750
H 16.76368 19.51254 9.81216
H 14.93641 17.92627 10.48321
C 7.36530 15.33743 6.36395
C 8.47140 15.88025 5.78692
C 9.69031 15.89743 6.47718
C 9.78701 15.24406 7.66425
C 8.63468 14.79649 8.30302
C 7.45819 14.73525 7.60020
Si 11.46241 14.67662 8.36304
C 11.54877 12.81756 7.83598
C 10.90398 12.30934 6.72274
C 11.10711 10.99453 6.34310
C 11.93676 10.16721 7.09173
C 12.57874 10.65655 8.19128
C 12.47165 11.98558 8.54762
C 12.75872 15.53608 7.21748
C 12.94188 16.93683 7.21591
C 13.80512 17.55932 6.31045
C 14.55336 16.84245 5.41923
C 14.44001 15.46446 5.47800
C 13.58114 14.80300 6.32054
H 6.41640 15.41589 5.80672
H 8.40985 16.39881 4.83236
H 10.54568 16.42735 5.99416
H 8.69620 14.41696 9.33014
H 6.56186 14.26318 8.00039
H 10.24950 12.98694 6.13013
H 10.66995 10.62919 5.38608
H 11.88402 9.12524 6.84979
H 13.14498 9.97297 8.81525
H 13.09296 12.38179 9.36333
H 12.49211 17.55564 7.97578
H 13.79050 18.61128 6.34672
H 15.23786 17.26502 4.68534
H 14.99791 14.78070 4.83437
H 13.64442 13.68961 6.41626
C 7.89092 22.39134 12.36151
C 7.90533 20.89337 12.31194
C 7.84025 20.13593 13.51857
C 7.90330 18.74101 13.44238
C 8.05575 17.91951 14.68450
C 8.06120 18.11962 12.16385
C 8.46294 16.66642 12.07899
O 9.51210 16.21832 11.55423
C 7.94285 18.85667 10.98410
C 7.69996 18.16992 9.67385
C 8.03045 20.24442 11.06434
H 7.70114 22.70053 13.40591
H 7.10449 22.83998 11.71478
H 8.83108 22.82683 11.98086
H 7.90521 20.61942 14.49124
H 7.88962 18.59178 15.55053
H 9.06824 17.46923 14.75563
H 7.30872 17.11987 14.78558
H 7.69928 15.97616 12.53360
H 6.69283 17.67339 9.57296
H 8.44900 17.39680 9.47895
H 7.69790 18.92454 8.88078
H 8.10788 20.88357 10.16088
N 11.32523 19.80726 13.96330
C 11.66546 20.49767 12.85467
N 11.80145 21.81543 12.93381
N 11.75203 19.93108 11.65236
C 12.04599 18.71104 11.54262
N 12.12564 17.54415 11.23511
H 11.11632 20.22405 14.84547
H 10.98246 18.87866 13.80540
H 11.86070 22.23703 13.85011
H 12.23999 22.36866 12.20563
F 10.95354 8.26216 9.63903
C 10.95098 9.34628 10.44991
C 11.78684 9.42931 11.51892
F 12.56512 8.36322 11.79814
C 11.80938 10.60556 12.30885
F 12.68423 10.65762 13.37033
C 11.03918 11.74610 12.00897
Se 11.22999 13.46294 12.89007
C 10.10488 11.61261 10.91052
F 9.46384 12.68965 10.43569
C 10.11286 10.43139 10.17344
F 9.41118 10.32268 9.02282
```

Results
Strongest force on any atom in eV/A: 6.62
Energy relative to the best compared isomer or geometry (same formula, charge and spin) in kcal per mole: 0.0
Charge: +1
E_HOMO in eV: -9.60
2S+1: 1
HOMO-LUMO gap in eV: 6.7



A molecular structure, C55H47GeMoN7O4, computed with ωB97M-V with the def2-TZVPD basis set.

The geometry in XYZ format:
```
115
C55H47GeMoN7O4 ωB97M-V with the def2-TZVPD basis set
Mo 0.66714 -0.85415 0.02360
O -0.64025 -2.11701 6.99977
C -0.54610 -0.96459 6.51038
O -0.58233 0.16794 7.05351
C -0.32882 -0.92371 4.99065
C -0.11769 0.29582 4.31846
C 0.09691 0.30223 2.97608
N 0.10703 -0.82918 2.21285
C -0.20676 -2.00098 2.84102
C -0.38210 -2.05370 4.23878
C -0.36901 -3.11713 1.99891
C -0.85462 -4.37029 2.45192
C -0.97446 -5.42012 1.59653
C -0.57600 -5.23363 0.23505
C -0.14651 -3.99784 -0.14984
N -0.06393 -2.91668 0.65937
C 0.13936 1.58946 2.24230
C 0.50632 2.79582 2.81788
C 0.43019 3.94061 2.04201
C -0.05980 3.84928 0.74738
C -0.39868 2.59743 0.25638
N -0.25149 1.49093 0.97781
H -0.18166 1.21788 4.88190
H -0.55884 -2.98869 4.75089
H -1.13510 -4.47064 3.49496
H -1.35533 -6.37610 1.94329
H -0.61266 -6.03631 -0.49442
H 0.17192 -3.86184 -1.17076
H 0.87691 2.82759 3.83773
H 0.74976 4.89422 2.44495
H -0.16482 4.72481 0.12157
H -0.83287 2.43214 -0.72252
O -1.92499 0.79174 -1.09735
C -3.02692 0.18026 -0.65475
C -2.68013 -1.37412 -0.26524
C -1.99731 -1.98531 -1.43135
C -2.70242 -2.76932 -2.33986
C -2.10794 -3.15716 -3.51515
C -0.83348 -2.69867 -3.78854
C -0.15966 -1.93637 -2.85109
C 1.19667 -1.38331 -3.18738
C 1.21208 0.12533 -2.89528
O 0.99286 0.31161 -1.51947
C 0.12200 0.86913 -3.70980
C -0.31079 2.10418 -3.24228
C -1.24269 2.85314 -3.94260
C -1.75756 2.38290 -5.14693
C -1.32111 1.15958 -5.63766
C -0.38735 0.40942 -4.92202
C 2.55816 0.76359 -3.28658
C 3.15134 1.65373 -2.40070
C 4.32254 2.32396 -2.73649
C 4.92726 2.09472 -3.96585
C 4.34087 1.20256 -4.86106
C 3.15802 0.55350 -4.52834
N -0.70744 -1.65081 -1.65034
C -3.56427 0.87670 0.62460
C -4.48357 1.92365 0.52716
C -4.86493 2.66111 1.64359
C -4.32508 2.37107 2.89320
C -3.39546 1.34254 3.00564
C -3.02299 0.60949 1.88244
C -4.15029 0.12109 -1.73883
C -5.43259 -0.38060 -1.50051
C -6.35841 -0.50768 -2.53248
C -6.01660 -0.12443 -3.82879
C -4.74704 0.39300 -4.07143
C -3.82436 0.51281 -3.03106
H -3.57953 -1.92095 0.02272
H -1.99758 -1.32760 0.57975
H -3.72689 -3.03165 -2.10792
H -2.64206 -3.76761 -4.23304
H -0.34380 -2.92814 -4.72821
H 1.46117 -1.63115 -4.21483
H 1.94043 -1.80983 -2.53019
H 0.10113 2.46629 -2.31240
H -1.58440 3.80101 -3.53793
H -2.49155 2.96365 -5.69510
H -1.71397 0.77509 -6.57403
H -0.07997 -0.55223 -5.32067
H 2.67338 1.81803 -1.44594
H 4.76675 3.01327 -2.02391
H 5.84462 2.60802 -4.22928
H 4.80129 1.01947 -5.82757
H 2.69739 -0.11467 -5.25143
H -4.89369 2.17757 -0.44442
H -5.58255 3.47023 1.53528
H -4.61658 2.94468 3.76698
H -2.94298 1.11092 3.96615
H -2.27349 -0.16511 2.00590
H -5.70964 -0.67518 -0.49093
H -7.34701 -0.90568 -2.32664
H -6.73675 -0.22116 -4.63377
H -4.46413 0.69853 -5.07661
H -2.82174 0.90633 -3.19057
N 2.23138 0.24755 0.83966
C 2.98267 1.10714 1.04957
N 3.86831 1.99072 1.29156
C 3.82937 3.30389 1.40398
N 3.85909 4.46551 1.50334
C 4.52845 -3.46054 -1.65725
Ge 4.13613 -2.02235 -0.37066
C 5.14574 -0.48684 -1.01248
C 5.03059 -2.55552 1.28396
C 2.21533 -2.07090 -0.19288
H 5.59529 -3.71369 -1.64068
H 4.25840 -3.15059 -2.67595
H 3.94953 -4.35951 -1.40927
H 6.20213 -0.78301 -1.00839
H 5.01769 0.38908 -0.36381
H 4.85690 -0.20974 -2.03204
H 6.06337 -2.82253 1.03840
H 4.53506 -3.41795 1.74620
H 5.03482 -1.73153 2.00755
H 2.03015 -3.14466 -0.19549
```

Results
Strongest force on any atom in eV/A: 1.91
Energy relative to the best compared isomer or geometry (same formula, charge and spin) in kcal per mole: 0.0
Charge: -2
E_HOMO (spin up / spin down) in eV: -0.78 / -3.00
2S+1: 3
HOMO-LUMO gap (spin up / spin down) in eV: 4.6 / 6.8
⟨S²⟩: 2.177